ORCA calculation (ωB97M-V/def2-TZVPD) on a single C2H3ISi molecule at a distorted geometry.

Each line ends with the Löwdin charge.
Atoms and positions in Å:
Si (-0.83718, -0.22174, -0.80226)  0.6053
C (0.56839, -0.04475, 0.41699)  -0.3214
C (1.42320, 0.38392, 1.20085)  -0.8534
I (2.78784, 0.51096, 2.61490)  0.8937
H (-0.78881, 0.55299, -2.00119)  -0.0952
H (-1.89214, 0.27345, -0.10981)  -0.1200
H (-1.26131, -1.45483, -1.31948)  -0.1090

Cartesian forces, eV/Å:
Si 1.9 0.3 0.2
C 1.3 1.0 0.5
C -2.0 -1.6 -1.7
I 0.3 0.3 0.3
H 0.7 0.8 -0.7
H -2.3 1.0 1.6
H 0.1 -1.8 -0.1

Highest occupied orbital energy in eV: -9.5
Gap between HOMO and LUMO in eV: 9.806
SMILES: [SiH3]C#CI
Charge: 0
Relative energy (zero: lowest compared OMol25 entry of this formula, charge and spin) in eV: 0.096
DFT total energy in eV: -18097.9082
Max |F| in eV Å⁻¹: 3.08